# 1
ORCA calculation (the ωB97M-V functional and the def2-TZVPD basis) on a molecular structure, C44H60N4O7P3Rb at a distorted geometry.

Last column: Mulliken charge in e.
Element x y z (Å)
Rb 0.224 -0.269 -0.118  2.544
N -1.651 1.875 0.776  0.201
C -1.883 3.222 0.675  -0.025
C -2.429 3.973 1.720  -0.630
C -2.637 5.333 1.572  -0.718
C -2.320 5.970 0.379  -0.846
C -1.735 5.243 -0.648  -0.472
C -1.478 3.884 -0.505  -0.073
P -0.442 2.864 -1.615  1.360
C -0.006 4.099 -2.920  0.300
C -0.453 4.043 -4.237  -0.573
C -0.012 4.967 -5.176  -0.630
C 0.884 5.961 -4.815  -0.645
C 1.339 6.029 -3.505  -0.609
C 0.903 5.102 -2.573  -0.426
C -1.666 1.868 -2.545  0.298
C -3.032 2.119 -2.517  -0.317
C -3.894 1.358 -3.294  -0.664
C -3.395 0.357 -4.113  -0.847
C -2.031 0.100 -4.143  -0.408
C -1.174 0.842 -3.351  -0.428
H -1.874 1.406 1.641  0.060
H -1.882 1.285 -0.016  -0.147
H -2.705 3.474 2.643  0.485
H -3.071 5.900 2.386  0.370
H -2.510 7.028 0.257  0.439
H -1.463 5.748 -1.565  0.415
H -1.154 3.277 -4.540  0.329
H -0.377 4.914 -6.194  0.401
H 1.228 6.679 -5.549  0.369
H 2.036 6.805 -3.213  0.411
H 1.264 5.155 -1.550  0.488
H -3.420 2.911 -1.888  0.418
H -4.959 1.553 -3.258  0.367
H -4.072 -0.229 -4.722  0.316
H -1.642 -0.690 -4.773  0.378
H -0.109 0.628 -3.358  0.260
N -3.335 -2.385 -1.839  -0.705
C -2.035 -1.937 -1.313  0.497
O -2.024 -0.710 -0.843  -0.717
C -1.256 -3.091 -0.674  -0.292
C -0.814 -2.555 -2.027  -0.766
H -3.831 -1.555 -2.139  0.338
H -3.222 -2.995 -2.640  0.301
H -1.752 -4.054 -0.663  0.265
H -0.612 -2.895 0.179  -0.135
H -0.972 -3.196 -2.889  0.297
H 0.101 -1.974 -2.053  -0.020
C 1.919 3.132 3.719  -0.922
C 1.662 2.554 4.954  -0.915
C 0.855 1.434 5.022  -0.620
C 0.308 0.913 3.847  0.392
N 0.560 1.473 2.661  0.931
C 1.337 2.544 2.605  -0.573
C -0.621 -0.245 3.842  0.721
C -0.759 -1.110 4.926  -1.238
C -1.664 -2.156 4.840  -0.580
C -2.398 -2.326 3.676  -0.951
C -2.197 -1.419 2.643  -0.197
N -1.346 -0.406 2.733  0.394
H 2.535 4.016 3.626  0.507
H 2.081 2.985 5.855  0.416
H 0.631 0.992 5.983  0.447
H 1.469 2.977 1.615  0.552
H -0.164 -0.990 5.821  0.335
H -1.794 -2.836 5.672  0.433
H -3.104 -3.137 3.570  0.460
H -2.724 -1.506 1.695  0.489
C 4.975 0.691 4.253  -1.268
C 4.557 -0.739 3.956  1.218
C 4.489 -1.582 5.217  -1.618
O 3.242 -0.761 3.362  0.038
P 3.007 -1.064 1.815  -0.236
O 1.600 -1.350 1.560  -1.122
C 3.784 0.282 0.891  -0.350
P 3.656 -0.015 -0.892  -0.013
O 2.326 -0.337 -1.407  -0.981
O 4.309 1.355 -1.391  -0.255
C 4.299 1.681 -2.807  0.921
C 5.601 2.400 -3.109  -1.774
C 3.085 2.536 -3.108  -0.915
O 4.682 -1.150 -1.316  -0.217
C 6.119 -0.990 -1.320  0.780
C 6.740 -1.953 -0.323  -1.043
C 6.603 -1.263 -2.734  -1.610
O 4.012 -2.251 1.461  0.337
C 3.560 -3.614 1.707  0.600
C 2.968 -4.174 0.426  -0.999
C 4.760 -4.404 2.195  -1.451
H 5.979 0.706 4.678  0.433
H 4.281 1.135 4.963  0.218
H 4.967 1.299 3.348  0.251
H 5.266 -1.193 3.255  -0.100
H 3.759 -1.152 5.904  0.342
H 5.464 -1.614 5.704  0.404
H 4.175 -2.598 4.977  0.366
H 4.829 0.406 1.174  0.635
H 3.232 1.199 1.108  0.204
H 4.240 0.749 -3.379  0.515
H 5.661 3.310 -2.510  0.346
H 5.634 2.672 -4.164  0.406
H 6.463 1.773 -2.877  0.408
H 3.135 3.461 -2.533  0.269
H 2.175 2.005 -2.831  -0.341
H 3.041 2.785 -4.169  0.473
H 6.361 0.041 -1.044  0.379
H 6.525 -2.979 -0.626  0.258
H 6.332 -1.797 0.674  -0.010
H 7.821 -1.811 -0.296  0.517
H 6.322 -2.276 -3.025  0.369
H 7.688 -1.166 -2.780  0.373
H 6.156 -0.565 -3.442  0.347
H 2.790 -3.592 2.484  0.370
H 3.720 -4.160 -0.364  0.177
H 2.118 -3.569 0.110  0.001
H 2.633 -5.198 0.587  0.487
H 5.514 -4.463 1.409  0.239
H 4.451 -5.414 2.463  0.402
H 5.206 -3.931 3.072  0.324

Output
Energy above the lowest of the compared OMol25 structures with the same formula, charge and spin = 1.356 eV
HOMO energy = -5.656 eV
LUMO energy = 0.05 eV
Spin multiplicity = 1
Frontier orbital gap = 5.7 eV

=====

# 2
ORCA calculation (the ωB97M-V functional and the def2-TZVPD basis) on a molecular structure, C25H40F16NO6S3 at a distorted geometry.

Last column: Mulliken charge in e.
Element x y z (Å)
C -0.066 -1.099 1.077  1.088
C -0.193 -2.288 1.992  -1.120
C 0.665 -3.483 1.619  -0.076
C 2.085 -3.448 2.164  -1.501
C 3.099 -2.707 1.312  -0.144
C 3.279 -3.305 -0.077  -1.062
C 3.005 -2.380 -1.244  -0.509
C 3.879 -1.132 -1.291  -1.072
C 3.241 0.116 -0.705  -0.020
C 3.901 1.396 -1.237  -0.844
C 2.836 2.454 -1.471  -1.266
C 2.465 3.053 -0.140  0.290
C 1.281 4.005 -0.216  -1.135
C 0.766 4.319 1.179  -0.335
C 1.684 5.222 1.980  -1.229
S 2.700 4.345 3.184  1.198
O 2.768 2.946 2.883  -0.497
O 2.052 4.597 4.435  -0.767
N 4.108 5.154 3.157  -0.566
S 5.382 4.283 2.774  0.964
O 6.515 5.129 2.948  -0.668
O 5.341 3.680 1.474  -0.554
S 5.586 2.763 4.209  -0.263
H -0.658 -1.227 0.188  -0.422
H 0.936 -0.909 0.764  -0.563
H -0.441 -0.216 1.552  0.068
H -1.213 -2.622 1.916  0.329
H -0.056 -2.028 3.020  0.622
H 0.188 -4.336 2.070  0.366
H 0.636 -3.654 0.557  0.095
H 2.062 -2.965 3.123  0.486
H 2.423 -4.454 2.351  0.366
H 4.042 -2.769 1.825  0.418
H 2.838 -1.672 1.297  -0.045
H 4.314 -3.579 -0.174  0.435
H 2.732 -4.223 -0.190  0.560
H 1.960 -2.133 -1.300  0.098
H 3.218 -2.943 -2.136  0.419
H 4.851 -1.310 -0.869  0.270
H 4.044 -0.914 -2.330  0.563
H 3.347 0.161 0.360  0.282
H 2.195 0.106 -0.940  0.139
H 4.536 1.766 -0.457  0.401
H 4.495 1.204 -2.113  0.455
H 3.201 3.243 -2.108  0.406
H 1.948 2.003 -1.883  0.438
H 3.292 3.582 0.293  0.100
H 2.200 2.283 0.554  0.381
H 1.601 4.902 -0.721  0.356
H 0.511 3.507 -0.776  0.424
H -0.150 4.871 1.030  0.424
H 0.527 3.418 1.705  0.232
H 2.345 5.751 1.322  0.400
H 1.117 5.918 2.555  0.510
H 6.607 2.134 3.623  0.133
C -4.260 2.549 1.949  -0.988
C -2.852 2.067 1.585  1.017
C -2.304 2.518 0.233  0.175
F -3.088 2.074 -0.783  -0.221
F -1.073 2.001 0.067  -0.158
F -2.804 0.718 1.679  -0.163
F -2.015 2.570 2.527  -0.311
O -5.304 1.642 1.685  -0.419
C -5.819 1.575 0.432  0.715
C -5.511 0.222 -0.201  0.243
F -4.180 0.014 -0.224  -0.178
F -5.973 0.207 -1.475  -0.299
F -5.385 2.591 -0.339  -0.271
F -7.164 1.687 0.532  -0.320
H -4.264 2.661 3.030  0.439
H -4.469 3.538 1.542  0.353
H -2.234 3.609 0.183  0.154
H -5.989 -0.581 0.364  0.231
C -4.797 -3.589 -3.559  -0.781
C -3.848 -3.952 -4.708  0.887
C -3.096 -5.277 -4.588  0.063
F -2.303 -5.291 -3.495  -0.181
F -2.311 -5.435 -5.681  -0.280
F -2.978 -2.943 -4.913  -0.255
F -4.619 -4.055 -5.830  -0.341
O -4.296 -2.722 -2.574  -0.286
C -3.553 -3.230 -1.548  0.598
C -2.114 -2.717 -1.586  0.653
F -1.537 -3.037 -2.763  -0.316
F -1.415 -3.308 -0.592  -0.247
F -3.609 -4.578 -1.533  -0.314
F -4.110 -2.791 -0.402  -0.288
H -5.607 -3.029 -4.020  0.425
H -5.255 -4.475 -3.120  0.319
H -3.798 -6.115 -4.537  0.277
H -2.096 -1.633 -1.455  0.009

Output
Charge = -1
HOMO energy = -5.870 eV
LUMO energy = 1.73 eV
Spin multiplicity = 1
Frontier orbital gap = 7.6 eV

=====

# 3
ORCA calculation (the ωB97M-V functional and the def2-TZVPD basis) on a gas-phase ion, HO4S3 (charge -1) at a distorted geometry.

Last column: Mulliken charge in e.
Element x y z (Å)
O 1.028 0.420 1.779  -0.220
O -1.411 0.632 2.064  -0.605
O -0.503 1.174 -0.061  -0.610
O -0.283 2.713 1.780  -0.652
S 0.835 -1.351 -0.436  -0.229
S 0.972 -1.209 1.582  -0.043
S -0.373 1.312 1.387  1.215
H -0.417 -1.300 -0.882  0.143

Output
Expectation value of S² = 2.01
Charge = -1
HOMO energy (spin up / spin down) = -1.551 / -5.406 eV
LUMO energy (spin up / spin down) = 3.34 / 0.90 eV
Spin multiplicity = 3
Frontier orbital gap (spin up / spin down) = 4.9 / 6.3 eV